Density functional theory data (wB97M-V/def2-TZVPD) for a cluster of 2 separate species, C4H12S in total.

## Properties
SMILES string ... CSC.CC
Multiplicity ... 1
Energy above the lowest of the compared OMol25 structures with the same formula, charge and spin ... 0.4486 eV

Bonds (Å) are listed after each position.
Geometry (Å):
1 C 0.654 -2.328 3.243  C2 1.532, H3 1.086, H4 1.096, H5 1.090
2 C 0.099 -0.902 3.179  C1 1.532, H6 1.091, H7 1.091, H8 1.086
3 H 1.528 -2.495 2.621  C1 1.086
4 H -0.164 -3.002 2.963  C1 1.096
5 H 0.877 -2.596 4.276  C1 1.090
6 H -0.650 -0.873 2.386  C2 1.091
7 H -0.512 -0.702 4.060  C2 1.091
8 H 0.808 -0.090 3.046  C2 1.086
9 C -1.050 1.977 -3.991  S10 1.825, H12 1.079, H13 1.085, H14 1.091
10 S -0.586 2.284 -2.253  C9 1.825, C11 1.819
11 C 0.469 0.880 -1.780  S10 1.819, H15 1.093, H16 1.096, H17 1.077
12 H -2.042 1.553 -3.973  C9 1.079
13 H -0.326 1.347 -4.498  C9 1.085
14 H -1.178 2.962 -4.442  C9 1.091
15 H 1.503 1.235 -1.809  C11 1.093
16 H 0.290 0.779 -0.704  C11 1.096
17 H 0.279 -0.029 -2.324  C11 1.077


Density functional theory data (wB97M-V/def2-TZVPD) for a cluster of 2 separate species, C4H12S in total.

## Properties
SMILES string ... CSC.CC
Multiplicity ... 1
Energy above the lowest of the compared OMol25 structures with the same formula, charge and spin ... 0.7395 eV

Bonds (Å) are listed after each position.
Geometry (Å):
1 C 1.590 0.231 2.766  C2 1.510, H3 1.102, H4 1.092, H5 1.090
2 C 0.865 1.555 2.778  C1 1.510, H6 1.090, H7 1.101, H8 1.085
3 H 1.205 -0.386 3.594  C1 1.102
4 H 1.384 -0.490 1.971  C1 1.092
5 H 2.618 0.345 3.112  C1 1.090
6 H 0.531 1.769 3.794  C2 1.090
7 H 1.598 2.349 2.570  C2 1.101
8 H 0.074 1.740 2.058  C2 1.085
9 C 0.038 0.539 -2.391  S11 1.819, H12 1.093, H13 1.099, H14 1.084
10 C -0.431 -1.318 -0.269  S11 1.809, H15 1.091, H16 1.089, H17 1.078
11 S -1.239 -0.554 -1.697  C9 1.819, C10 1.809
12 H 0.035 1.590 -2.091  C9 1.093
13 H 1.025 0.325 -1.956  C9 1.099
14 H -0.006 0.438 -3.469  C9 1.084
15 H 0.469 -0.767 0.007  C10 1.091
16 H -0.136 -2.329 -0.546  C10 1.089
17 H -1.106 -1.338 0.571  C10 1.078


Density functional theory data (wB97M-V/def2-TZVPD) for a cluster of 2 separate species, C4H12S in total.

## Properties
SMILES string ... CSC.CC
Multiplicity ... 1
Energy above the lowest of the compared OMol25 structures with the same formula, charge and spin ... 1.0949 eV

Bonds (Å) are listed after each position.
Geometry (Å):
1 C 2.634 1.605 -1.325  S3 1.884, H4 1.060, H5 1.058, H6 1.107
2 C 2.059 -0.809 0.468  S3 1.941, H7 1.031, H8 1.030, H9 1.099
3 S 3.477 0.212 -0.379  C1 1.884, C2 1.941
4 H 2.741 2.529 -0.818  C1 1.060
5 H 3.071 1.645 -2.288  C1 1.058
6 H 1.592 1.246 -1.437  C1 1.107
7 H 1.494 -0.113 0.978  C2 1.031
8 H 2.432 -1.429 1.201  C2 1.030
9 H 1.441 -1.305 -0.292  C2 1.099
10 C -3.215 -0.646 1.045  C11 1.582, H12 1.103, H13 1.086, H14 1.131
11 C -2.082 -0.233 0.022  C10 1.582, H15 1.146, H16 1.066, H17 1.148
12 H -4.019 -1.220 0.553  C10 1.103
13 H -2.672 -1.325 1.695  C10 1.086
14 H -3.539 0.333 1.509  C10 1.131
15 H -1.394 -1.143 -0.086  C11 1.146
16 H -1.531 0.666 0.181  C11 1.066
17 H -2.488 -0.014 -1.029  C11 1.148


Density functional theory data (wB97M-V/def2-TZVPD) for a cluster of 2 separate species, C4H12S in total.

## Properties
SMILES string ... CCS.CC
Multiplicity ... 1
Energy above the lowest of the compared OMol25 structures with the same formula, charge and spin ... 1.0560 eV

Bonds (Å) are listed after each position.
Geometry (Å):
1 C 2.230 -1.335 -0.570  C2 1.566, H3 1.058, H4 1.142, H5 1.119
2 C 1.270 -2.122 0.384  C1 1.566, H6 1.110, H7 1.065, H8 1.081
3 H 3.124 -1.883 -0.706  C1 1.058
4 H 2.357 -0.263 -0.197  C1 1.142
5 H 1.613 -1.472 -1.494  C1 1.119
6 H 0.928 -2.998 -0.206  C2 1.110
7 H 1.831 -2.499 1.208  C2 1.065
8 H 0.379 -1.679 0.807  C2 1.081
9 C -2.416 1.073 0.381  C10 1.588, H12 1.085, H13 1.100, H14 1.039
10 C -0.941 1.646 0.259  C9 1.588, S11 1.825, H15 1.051, H16 1.097
11 S -0.378 2.052 -1.429  C10 1.825, H17 1.427
12 H -2.515 0.014 0.167  C9 1.085
13 H -2.989 1.578 -0.412  C9 1.100
14 H -2.804 1.145 1.342  C9 1.039
15 H -1.036 2.395 0.990  C10 1.051
16 H -0.232 0.896 0.631  C10 1.097
17 H -0.419 3.452 -1.155  S11 1.427


Density functional theory data (wB97M-V/def2-TZVPD) for a cluster of 2 separate species, C4H12S in total.

## Properties
SMILES string ... CSC.CC
Multiplicity ... 1
Energy above the lowest of the compared OMol25 structures with the same formula, charge and spin ... 0.5989 eV

Bonds (Å) are listed after each position.
Geometry (Å):
1 C -1.393 -1.230 -0.497  S3 1.794, H4 1.093, H5 1.090, H6 1.097
2 C -2.577 -0.624 1.954  S3 1.833, H7 1.098, H8 1.084, H9 1.084
3 S -2.296 0.102 0.294  C1 1.794, C2 1.833
4 H -1.271 -2.078 0.181  C1 1.093
5 H -1.784 -1.522 -1.472  C1 1.090
6 H -0.379 -0.870 -0.711  C1 1.097
7 H -3.289 -1.418 1.693  C2 1.098
8 H -2.973 0.221 2.506  C2 1.084
9 H -1.716 -1.162 2.333  C2 1.084
10 C 2.490 0.918 -1.470  C11 1.534, H12 1.086, H13 1.092, H14 1.093
11 C 1.979 1.178 -0.048  C10 1.534, H15 1.102, H16 1.085, H17 1.087
12 H 2.971 1.839 -1.785  C10 1.086
13 H 3.169 0.078 -1.627  C10 1.092
14 H 1.685 0.630 -2.151  C10 1.093
15 H 1.084 1.818 -0.112  C11 1.102
16 H 2.690 1.828 0.450  C11 1.085
17 H 1.610 0.291 0.462  C11 1.087


Number 1: strongest force on any atom 1.57 eV/A, E -15177.2574 eV. Number 2: strongest force on any atom 2.33 eV/A, E -15176.9665 eV. Number 3: strongest force on any atom 3.91 eV/A, E -15176.6111 eV. Number 4: strongest force on any atom 3.55 eV/A, E -15176.6500 eV. Number 5: strongest force on any atom 2.12 eV/A, E -15177.1070 eV.